The following is a DFT calculation (ωB97M-V with the def2-TZVPD basis set) of a structure of composition C32H34N5O3RuSTe at a distorted geometry.

Atoms and positions in Å:
Ru1 -1.406 -1.288 0.215
N1 -3.190 -2.563 -0.298
N2 -3.611 -3.191 0.884
C1 -2.653 -3.397 1.881
O1 -2.855 -4.168 2.778
O2 -1.581 -2.623 1.769
H1 -3.959 -2.069 -0.737
H2 -2.827 -3.243 -0.966
H3 -4.334 -3.892 0.816
N3 0.324 -2.104 -0.031
S1 1.583 -1.186 -0.584
C2 2.781 -2.387 -1.125
C3 2.342 -3.622 -1.582
C4 3.283 -4.524 -2.062
C5 4.626 -4.180 -2.094
C6 5.044 -2.932 -1.647
C7 4.122 -2.021 -1.158
C8 2.363 -0.463 0.830
C9 2.223 0.909 0.982
C10 2.746 1.511 2.121
C11 3.396 0.741 3.074
C12 3.537 -0.634 2.901
C13 3.017 -1.249 1.776
H4 0.599 -2.797 0.668
H5 1.293 -3.882 -1.564
H6 2.961 -5.495 -2.413
H7 5.353 -4.886 -2.471
H8 6.092 -2.667 -1.675
H9 4.447 -1.051 -0.804
H10 1.711 1.494 0.227
H11 2.655 2.581 2.256
H12 3.803 1.214 3.958
H13 4.056 -1.225 3.645
H14 3.133 -2.317 1.631
C14 -0.095 -0.744 3.621
Te1 -1.843 -0.230 2.552
C15 -1.147 1.767 2.839
C16 -0.406 1.671 4.157
C17 -0.240 2.773 4.988
C18 0.474 2.646 6.170
C19 1.011 1.418 6.535
C20 0.829 0.311 5.722
C21 0.123 0.435 4.531
H15 0.701 -0.876 2.892
H16 -0.271 -1.687 4.132
H17 -1.975 2.472 2.860
H18 -0.483 2.033 2.013
H19 -0.671 3.728 4.714
H20 0.603 3.506 6.815
H21 1.556 1.320 7.464
H22 1.221 -0.654 6.021
C22 -3.505 2.603 -4.443
N4 -3.162 2.059 -3.130
N5 -1.998 1.365 -2.892
C23 -2.107 0.746 -1.689
O3 -1.107 0.089 -1.205
C24 -3.385 1.030 -1.181
C25 -4.008 1.841 -2.115
C26 -5.380 2.417 -2.118
C27 -0.806 1.538 -3.669
C28 -0.109 0.414 -4.082
C29 1.061 0.580 -4.807
C30 1.517 1.854 -5.120
C31 0.809 2.971 -4.697
C32 -0.354 2.818 -3.958
H23 -2.674 2.448 -5.121
H24 -3.707 3.669 -4.361
H25 -4.382 2.089 -4.833
H26 -3.781 0.730 -0.225
H27 -5.885 2.183 -1.185
H28 -5.973 2.011 -2.940
H29 -5.347 3.500 -2.235
H30 -0.481 -0.573 -3.845
H31 1.610 -0.290 -5.143
H32 2.423 1.977 -5.697
H33 1.165 3.964 -4.933
H34 -0.894 3.686 -3.599

Computed properties:
Highest occupied orbital energy (alpha / beta) = -13.60 / -13.61 eV
HOMO-LUMO gap (alpha / beta) = 6.83 / 7.19 eV
LUMO (alpha / beta) = -6.8 / -6.4 eV
Electronic energy = -68024.067 eV
Total charge = +2
Multiplicity = 2

Electronic structure analysis, Löwdin charges in units of e: Ru 1.016; N -0.027; N 0.013; C -0.713; O 0.117; O -0.406; H 0.112; H 0.125; H 0.158; N -0.413; S 1.127; C -0.405; C -0.077; C -0.047; C -0.042; C -0.042; C -0.076; C -0.438; C -0.079; C -0.047; C -0.038; C -0.040; C -0.080; H 0.054; H 0.102; H 0.119; H 0.121; H 0.121; H 0.120; H 0.116; H 0.122; H 0.124; H 0.124; H 0.129; C -0.327; Te 1.612; C -0.366; C -0.304; C -0.026; C -0.054; C -0.055; C -0.030; C -0.301; H 0.038; H 0.085; H 0.066; H 0.056; H 0.121; H 0.115; H 0.115; H 0.124; C 0.042; N -0.035; N 0.072; C -0.392; O -0.243; C 0.045; C -0.238; C 0.015; C -0.199; C -0.011; C -0.054; C -0.055; C -0.050; C -0.018; H 0.096; H 0.110; H 0.106; H 0.101; H 0.095; H 0.099; H 0.102; H 0.120; H 0.115; H 0.117; H 0.118; H 0.125

The following is a DFT calculation (ωB97M-V with the def2-TZVPD basis set) of a structure of composition C32H34N6O11Sr at a distorted geometry.

Atoms and positions in Å:
N1 17.075 -16.878 4.672
H1 17.953 -17.200 5.103
H2 16.382 -17.605 4.847
H3 17.234 -16.753 3.673
H4 16.833 -15.945 5.145
Sr1 15.712 -14.376 7.795
C1 15.880 -14.044 3.078
C2 16.451 -13.517 4.376
O1 16.335 -14.422 5.463
H5 16.313 -15.035 2.846
H6 16.210 -13.455 2.220
H7 14.809 -14.215 3.108
H8 15.824 -12.645 4.620
H9 17.503 -13.233 4.284
C3 13.874 -10.123 3.276
C4 13.707 -10.696 2.025
C5 14.789 -10.864 1.182
C6 16.040 -10.481 1.641
C7 16.229 -9.805 2.827
C8 15.137 -9.665 3.653
N2 17.214 -10.739 0.794
O2 17.052 -11.351 -0.224
O3 18.301 -10.350 1.209
H10 13.075 -9.997 3.994
H11 12.723 -11.044 1.737
H12 14.683 -11.378 0.236
H13 17.215 -9.447 3.078
H14 15.274 -9.286 4.660
C9 13.458 -17.877 1.260
C10 13.536 -16.619 1.854
C11 13.459 -15.510 1.029
C12 13.257 -15.663 -0.331
C13 13.280 -16.912 -0.927
C14 13.418 -18.031 -0.122
N3 13.343 -14.459 -1.168
O4 13.533 -14.609 -2.354
O5 13.241 -13.380 -0.616
H15 13.465 -18.758 1.893
H16 13.508 -16.499 2.929
H17 13.504 -14.498 1.409
H18 13.277 -16.960 -2.007
H19 13.468 -19.033 -0.523
C15 9.975 -9.507 6.907
C16 11.048 -9.558 7.793
C17 12.076 -10.459 7.611
C18 12.018 -11.278 6.489
C19 10.925 -11.306 5.637
C20 9.905 -10.404 5.839
N4 13.041 -12.300 6.314
O6 12.997 -13.036 5.363
O7 13.953 -12.354 7.164
H20 9.103 -8.890 7.083
H21 11.072 -8.846 8.608
H22 12.902 -10.474 8.305
H23 10.887 -11.952 4.772
H24 9.131 -10.299 5.091
C21 21.014 -12.232 2.369
C22 19.794 -12.904 2.432
C23 19.748 -14.114 3.092
C24 20.873 -14.627 3.726
C25 22.087 -13.973 3.641
C26 22.150 -12.761 2.966
N5 20.778 -15.906 4.429
O8 21.737 -16.300 5.038
O9 19.707 -16.514 4.369
H25 21.103 -11.273 1.870
H26 18.850 -12.482 2.118
H27 18.794 -14.588 3.280
H28 22.975 -14.309 4.161
H29 23.090 -12.229 2.933
C27 18.973 -8.357 4.967
C28 19.286 -9.709 5.043
C29 18.480 -10.561 5.777
C30 17.571 -9.998 6.653
C31 17.429 -8.627 6.779
C32 18.104 -7.791 5.897
N6 16.780 -10.862 7.492
O10 15.989 -10.388 8.260
O11 17.017 -12.083 7.436
H30 19.510 -7.664 4.331
H31 20.094 -10.132 4.459
H32 18.648 -11.628 5.770
H33 16.727 -8.196 7.481
H34 17.901 -6.730 5.904

Computed properties:
Highest occupied orbital energy = -13.82 eV
HOMO-LUMO gap = 6.94 eV
LUMO = -6.9 eV
Electronic energy = -66008.479 eV
Total charge = +2
Multiplicity = 1

Electronic structure analysis, Löwdin charges in units of e: N 0.259; H 0.109; H 0.141; H 0.122; H 0.058; Sr 1.704; C -0.068; C -0.382; O -0.544; H 0.058; H 0.082; H 0.056; H 0.095; H 0.079; C -0.063; C -0.048; C 0.010; C -0.149; C -0.003; C -0.066; N -0.347; O 0.117; O 0.044; H 0.096; H 0.117; H 0.113; H 0.100; H 0.100; C -0.076; C -0.085; C -0.025; C -0.135; C 0.017; C -0.048; N -0.344; O 0.113; O 0.059; H 0.106; H 0.097; H 0.099; H 0.128; H 0.116; C -0.024; C -0.041; C 0.011; C -0.161; C -0.004; C -0.038; N -0.314; O 0.114; O -0.091; H 0.123; H 0.121; H 0.117; H 0.127; H 0.122; C -0.046; C -0.048; C -0.016; C -0.141; C 0.015; C -0.042; N -0.324; O 0.138; O -0.001; H 0.118; H 0.087; H 0.089; H 0.129; H 0.119; C -0.039; C -0.042; C 0.007; C -0.166; C 0.011; C -0.030; N -0.313; O 0.125; O -0.102; H 0.125; H 0.110; H 0.116; H 0.128; H 0.122

The following is a DFT calculation (ωB97M-V with the def2-TZVPD basis set) of a structure of composition C32H34N6O2Zr at a distorted geometry.

Atoms and positions in Å:
Zr1 -0.167 1.216 0.164
C1 -3.150 0.397 1.345
N1 -2.621 0.916 0.039
C2 -2.784 -0.166 -1.004
C3 -2.565 0.296 -2.428
C4 -1.138 0.146 -2.779
N2 -0.170 0.963 -2.012
C5 0.685 1.647 -2.754
C6 1.969 2.070 -2.380
C7 2.702 2.706 -3.385
C8 3.980 3.177 -3.177
C9 4.556 3.000 -1.908
C10 3.924 2.237 -0.896
C11 2.578 1.860 -1.069
O1 1.843 1.397 -0.052
C12 -3.414 2.182 -0.323
C13 -2.593 3.299 -0.917
C14 -1.837 4.109 0.114
N3 -0.757 3.312 0.639
C15 0.261 3.875 1.360
C16 0.901 3.351 2.520
C17 1.839 4.142 3.222
C18 2.364 3.757 4.426
C19 1.990 2.526 4.956
C20 1.211 1.601 4.225
C21 0.612 1.996 2.973
O2 -0.185 1.198 2.262
H1 -4.209 0.138 1.218
H2 -3.030 1.198 2.049
H3 -2.558 -0.485 1.589
H4 -3.722 -0.658 -0.869
H5 -2.002 -0.931 -0.713
H6 -2.884 1.335 -2.521
H7 -3.219 -0.266 -3.114
H8 -1.094 0.391 -3.846
H9 -0.835 -0.945 -2.704
H10 0.351 1.962 -3.760
H11 2.170 2.963 -4.337
H12 4.543 3.649 -3.990
H13 5.468 3.525 -1.666
H14 4.447 2.010 0.016
H15 -3.863 2.538 0.626
H16 -4.211 1.873 -0.996
H17 -3.314 4.012 -1.299
H18 -1.918 3.046 -1.759
H19 -2.539 4.375 0.950
H20 -1.421 4.992 -0.348
H21 0.746 4.778 0.988
H22 2.105 5.115 2.723
H23 3.054 4.435 4.980
H24 2.266 2.331 5.980
H25 0.956 0.635 4.669
C22 0.042 -2.868 2.241
C23 -0.217 -1.573 1.927
N4 0.195 -1.032 0.753
C24 0.835 -1.854 -0.135
C25 0.942 -3.256 0.036
C26 0.679 -3.744 1.348
C27 1.474 -4.028 -1.074
C28 1.277 -5.356 -1.374
C29 0.261 -6.246 -0.842
C30 0.308 -7.625 -1.146
C31 -0.562 -8.413 -0.422
N5 -1.533 -7.861 0.317
C32 -1.630 -6.579 0.341
N6 -0.768 -5.725 -0.164
H26 -0.302 -3.192 3.198
H27 -0.613 -0.866 2.681
H28 1.252 -1.425 -1.054
H29 0.979 -4.728 1.682
H30 2.106 -3.437 -1.787
H31 1.884 -5.749 -2.190
H32 1.029 -8.074 -1.838
H33 -0.517 -9.494 -0.392
H34 -2.443 -6.102 0.864

Computed properties:
Highest occupied orbital energy = -13.30 eV
HOMO-LUMO gap = 6.69 eV
LUMO = -6.6 eV
Electronic energy = -48040.023 eV
Total charge = +2
Multiplicity = 1

Electronic structure analysis, Löwdin charges in units of e: Zr 1.926; C -0.046; N -0.289; C -0.182; C -0.174; C -0.218; N -0.135; C -0.067; C -0.152; C -0.027; C -0.050; C -0.007; C 0.029; C -0.272; O -0.231; C -0.151; C -0.193; C -0.214; N -0.153; C -0.031; C -0.154; C -0.023; C -0.068; C -0.024; C 0.036; C -0.273; O -0.271; H 0.114; H 0.087; H 0.071; H 0.120; H 0.120; H 0.101; H 0.148; H 0.126; H 0.148; H 0.151; H 0.143; H 0.127; H 0.120; H 0.121; H 0.134; H 0.130; H 0.130; H 0.110; H 0.153; H 0.126; H 0.142; H 0.143; H 0.136; H 0.120; H 0.120; C -0.020; C -0.138; N -0.075; C -0.058; C -0.181; C 0.050; C -0.037; C 0.000; C -0.279; C 0.019; C -0.086; N 0.098; C -0.227; N 0.125; H 0.117; H 0.114; H 0.118; H 0.133; H 0.127; H 0.118; H 0.125; H 0.121; H 0.114